{"formula": "H4N4", "method": "ωB97M-V with the def2-TZVPD basis set", "species": ["N", "N", "N", "N", "H", "H", "H", "H"], "positions_angstrom": [[0.16, 1.16, 0.93], [-0.57, -0.99, 0.83], [0.14, 0.19, -0.99], [-0.15, 0.08, 0.34], [-0.20, 1.32, 1.90], [-0.57, -2.20, -0.27], [0.66, -0.57, -1.39], [0.51, 1.01, -1.35]], "e_above_lowest_kcal_mol": 137.7, "homo_energy_ev": -9.05, "charge": 0, "gap_ev": 8.8}


{"formula": "H4N4O2", "method": "ωB97M-V with the def2-TZVPD basis set", "species": ["N", "N", "N", "N", "O", "O", "H", "H", "H", "H"], "positions_angstrom": [[0.24, -0.96, 1.02], [0.26, 1.43, 0.34], [-0.28, -0.18, 0.06], [-0.35, -0.58, -1.23], [-0.78, -1.73, -1.39], [-0.10, 0.20, -2.12], [1.18, -1.28, 1.02], [0.13, -0.55, 1.89], [-0.45, 1.83, 0.97], [0.15, 1.80, -0.57]], "e_above_lowest_kcal_mol": 39.6, "homo_energy_ev": -9.63, "charge": 0, "gap_ev": 9.9, "smiles": "NN(N)[N+](=O)[O-]"}


{"formula": "H4N5", "method": "ωB97M-V with the def2-TZVPD basis set", "species": ["N", "N", "N", "N", "N", "H", "H", "H", "H"], "positions_angstrom": [[0.25, 2.89, 0.42], [-0.13, 1.92, 0.09], [1.23, -0.15, 0.27], [-1.33, 0.07, -0.51], [-0.18, 0.84, -0.48], [2.17, 0.14, -0.07], [0.92, -1.05, -0.26], [-1.26, -0.34, -1.46], [-1.68, -0.45, 0.25]], "e_above_lowest_kcal_mol": 122.8, "homo_energy_ev": [-15.78, -15.79], "charge": 1, "gap_ev": [8.8, 8.9]}


{"formula": "H4N5", "method": "ωB97M-V with the def2-TZVPD basis set", "species": ["N", "N", "N", "N", "N", "H", "H", "H", "H"], "positions_angstrom": [[-3.98, 0.04, -0.46], [-0.24, -0.14, 0.56], [-2.94, -0.24, -0.20], [1.84, 0.25, -0.47], [0.81, -0.48, 0.07], [-0.85, 0.91, 0.98], [1.79, 1.13, 0.00], [2.80, 0.06, -0.59], [0.76, -1.53, 0.10]], "e_above_lowest_kcal_mol": 63.1, "homo_energy_ev": [-16.74, -16.74], "charge": 1, "gap_ev": [11.0, 11.0]}